1.
11
Properties=species:S:1:pos:R:3:forces:R:3 method="wB97M-V/def2-TZVPD" s2=0.75 de_lowest_kcal_mol=103.2 e_lumo_ev="-15.8 / -17.4" spin_multiplicity=2 gap_ev="7.46 / 5.85" total_charge=+3
C -2.66930 -0.23431 -0.13737 2.6 0.0 -0.6
O -0.44421 0.77109 0.36136 -3.6 2.7 0.4
C -0.37703 -0.32952 -0.30941 1.1 -2.3 1.0
C -2.28016 0.94853 0.69118 2.2 -1.5 1.8
O -1.56268 -0.87377 -0.62985 -1.6 0.1 -0.4
O 0.68257 -0.95115 -0.36541 -1.2 1.2 -0.8
H -3.35853 -0.95547 0.31041 -1.2 0.3 -0.8
H -2.17646 0.64124 1.73995 0.3 -0.4 0.6
H -2.92573 1.02078 -0.64712 -0.5 -2.0 -0.9
Yb 2.13412 0.71222 0.46546 1.1 0.0 0.1
H -3.03194 1.73355 0.84536 0.7 1.8 -0.5

***

2.
57
Properties=species:S:1:pos:R:3:forces:R:3 method="wB97M-V/def2-TZVPD" de_lowest_kcal_mol=38.5 e_lumo_ev=-12.0 gap_ev=5.85 total_charge=+3
Ta -0.13043 0.25631 -0.13799 -0.8 -1.8 1.0
C -2.10266 2.82252 2.29469 0.0 0.0 0.1
C -2.05969 1.35535 2.54734 0.0 0.2 0.3
C -2.59940 0.78649 3.69549 0.1 -0.1 -0.1
C -2.49299 -0.58157 3.91072 0.0 0.1 0.0
C -1.89915 -1.41157 2.96337 0.1 -0.1 -0.3
C -1.41158 -0.81799 1.81740 -0.3 0.6 0.8
N -1.46502 0.54309 1.65444 1.1 -0.2 -1.7
N -0.80552 -1.41613 0.70827 1.5 1.6 -1.4
Si -1.34575 -3.08247 0.00740 -0.1 -0.1 -0.7
C -3.10002 -2.70863 -0.55089 0.3 -0.3 0.3
C -1.17444 -4.41686 1.30177 -0.1 0.3 -0.1
C -0.12794 -3.21753 -1.43101 -0.3 -0.1 0.3
H -1.61581 3.35540 3.11335 0.1 0.0 -0.1
H -3.13723 3.17081 2.28294 0.0 0.0 -0.1
H -1.62892 3.09045 1.35140 0.0 0.0 0.0
H -3.09064 1.42640 4.41557 0.0 0.0 0.0
H -2.87043 -1.01356 4.82923 -0.1 0.0 0.0
H -1.83316 -2.47957 3.10357 0.0 0.0 0.0
H -3.82243 -2.99640 0.21542 0.0 0.0 0.0
H -3.32304 -3.30691 -1.43744 0.0 0.0 0.0
H -3.27169 -1.66496 -0.80958 0.0 0.0 0.0
H -2.09235 -4.54470 1.87782 0.0 0.0 0.0
H -0.33960 -4.26805 1.98831 0.0 0.0 0.0
H -0.99662 -5.36306 0.78370 0.0 0.0 0.0
H 0.53121 -2.34689 -1.52205 0.0 -0.1 0.0
H -0.66941 -3.34090 -2.37109 0.0 0.1 0.0
H 0.50855 -4.09717 -1.31994 0.1 0.1 0.0
F -1.97488 -1.54205 -4.58280 0.1 0.2 -0.1
C -1.29194 -0.52567 -5.15672 -0.1 -0.1 0.1
F -2.06039 0.56779 -5.09122 0.1 -0.1 0.0
F -1.06076 -0.82563 -6.41925 0.0 0.0 0.0
C 0.00172 -0.32594 -4.38574 -0.2 0.0 0.1
C 1.24326 -0.57097 -4.95873 0.1 0.1 0.2
C 2.38937 -0.44942 -4.17958 -0.1 0.0 0.0
C 2.26089 -0.14366 -2.84141 0.3 0.0 0.2
N 1.06298 0.07876 -2.28117 -1.0 0.2 1.3
C -0.04388 0.02156 -3.04557 0.5 0.0 -0.4
S -1.51485 0.39054 -2.14843 0.3 0.1 1.4
H 1.31627 -0.85900 -6.00006 -0.1 0.0 0.0
H 3.36814 -0.61432 -4.60670 0.0 0.0 0.0
H 3.12514 -0.07372 -2.19405 0.0 0.0 0.0
N 3.58063 1.00717 2.09203 0.0 0.0 0.0
C 2.71948 0.21460 1.47769 0.0 0.0 0.1
N 1.79085 0.92717 0.82267 -1.6 -0.7 -0.9
C 2.10093 2.28130 1.03664 0.3 0.2 0.1
C 1.49365 3.44427 0.57352 -0.1 -0.1 0.0
C 2.04478 4.64329 0.98070 -0.1 0.1 -0.1
C 3.16885 4.68919 1.81904 0.1 -0.1 0.0
C 3.78852 3.53871 2.26724 0.1 0.0 0.0
C 3.23361 2.33474 1.85287 -0.3 0.1 -0.2
H 4.37215 0.69849 2.64284 0.0 -0.1 0.0
H 2.76659 -0.86335 1.49462 0.0 0.0 0.1
H 0.64422 3.42230 -0.10683 0.0 0.1 0.0
H 1.61318 5.57404 0.63819 0.0 0.0 0.0
H 3.56559 5.65084 2.11349 0.0 0.0 0.0
H 4.66206 3.57707 2.90451 0.0 0.0 0.0

***

3.
26
Properties=species:S:1:pos:R:3:forces:R:3 method="wB97M-V/def2-TZVPD" smiles="C[Si]1(C)CC(=C=N)c2ccccc21" de_lowest_kcal_mol=0.0 e_lumo_ev=0.8 gap_ev=8.34
C 2.70478 0.54962 1.59070 -1.2 0.6 1.4
Si 1.46387 0.56854 -0.02554 -1.2 -0.3 0.9
C 2.46188 0.44771 -1.62792 -0.3 0.2 -0.9
C -0.01609 1.99886 -0.13930 2.5 -1.3 -0.2
C -1.29096 1.25298 -0.17384 0.5 -2.3 0.1
C -2.47858 1.76706 -0.35955 1.8 -0.3 -0.6
N -3.55657 2.25751 -0.41682 -3.5 2.0 -0.5
C -1.13446 -0.27126 -0.05653 -1.7 2.7 0.7
C -2.26708 -1.02738 0.11749 -1.7 0.1 -0.3
C -2.13997 -2.38845 0.34167 -2.2 0.8 -0.8
C -0.90140 -2.94160 0.33600 0.1 -1.8 0.6
C 0.22583 -2.13888 0.35230 0.0 -1.2 -0.6
C 0.11104 -0.78211 0.14260 2.2 0.4 -0.1
H 3.53656 1.32318 1.54561 -0.7 -1.3 -0.1
H 2.09343 0.89284 2.51316 0.5 0.0 -1.6
H 3.01880 -0.44529 2.08142 0.0 1.2 -1.7
H 2.85011 1.48136 -1.81406 0.1 -0.9 0.1
H 3.27926 -0.27085 -1.40713 -0.2 0.6 -0.4
H 1.92791 0.13938 -2.60999 0.6 0.4 1.9
H 0.15113 2.53885 -1.05320 0.2 0.5 -0.4
H 0.19170 2.62103 0.69934 -0.4 0.8 0.7
H -4.13326 2.64121 -1.22109 1.5 -1.1 1.1
H -3.25344 -0.48509 0.02781 1.0 -1.0 0.3
H -3.03748 -3.02754 0.39579 0.5 0.4 0.1
H -0.97016 -4.04902 0.34908 1.1 0.7 0.2
H 1.16313 -2.65265 0.41201 0.6 0.1 0.1

***

4.
32
Properties=species:S:1:pos:R:3:forces:R:3 method="wB97M-V/def2-TZVPD" de_lowest_kcal_mol=50.8 e_lumo_ev=-1.7 gap_ev=6.24
O -5.21849 1.21908 1.19420 2.0 0.4 0.8
N -4.20280 1.40989 1.89036 -0.6 -0.2 0.4
O -4.25338 1.51894 3.13311 0.5 0.0 -1.9
C -2.87434 1.43304 1.23115 0.4 -0.6 1.0
C -1.67640 1.45909 1.95693 -1.4 0.4 -0.6
C -0.42799 1.25118 1.34525 1.0 0.6 0.5
N 0.68685 1.74077 2.09772 0.4 0.6 0.8
O 0.49593 2.09926 3.27499 0.7 -0.5 -1.4
O 1.81213 1.82884 1.53132 -1.4 -0.4 0.5
C -0.11463 1.01708 -0.12057 -0.9 1.5 0.9
C -1.45070 1.07397 -0.77649 -1.1 0.4 -2.8
N -1.64488 1.36530 -2.11558 -1.0 -0.2 2.1
O -0.89487 1.43647 -3.05608 0.2 -0.1 -0.3
O -3.05223 1.66489 -2.29326 1.6 -0.3 -0.7
N -3.70590 1.68228 -1.10045 3.6 -1.2 1.9
C -2.70465 1.33838 -0.19605 -3.8 0.7 -0.5
H -1.69976 1.82411 2.99825 0.1 -0.7 -0.6
H 0.44448 1.85176 -0.54822 0.3 0.0 0.2
C 3.34167 -3.53348 -1.16838 0.5 -0.3 -0.1
C 2.47245 -2.34496 -0.88185 -0.1 -0.2 0.2
C 1.24153 -2.49095 -0.24546 -0.5 0.2 0.2
C 0.43355 -1.40344 0.01757 -0.5 0.8 -0.2
N 0.79112 -0.14254 -0.34979 1.6 -1.8 -0.5
C 2.05571 0.03035 -0.87484 -1.4 0.2 0.2
C 2.87401 -1.04696 -1.15689 0.0 0.6 0.0
H 4.28601 -3.23346 -1.64813 -0.4 -0.1 0.2
H 3.59620 -4.05443 -0.22819 -0.1 0.2 -0.3
H 2.86166 -4.28204 -1.82139 0.0 0.4 0.3
H 0.88351 -3.45971 0.06697 0.0 -0.1 0.0
H -0.55389 -1.47057 0.50040 0.6 -0.1 -0.3
H 2.35184 1.06039 -1.06597 -0.2 -0.3 0.1
H 3.84626 -0.84253 -1.59063 -0.1 0.0 0.0

***

5.
50
Properties=species:S:1:pos:R:3:forces:R:3 method="wB97M-V/def2-TZVPD" s2=6.19 e_lumo_ev="0.4 / 0.4" spin_multiplicity=5 gap_ev="5.20 / 5.53"
P 3.22598 0.60870 -1.34865 -1.6 -2.3 -1.8
P -2.19355 -2.22784 -2.04819 3.8 1.1 0.1
C 2.38223 -0.51627 -2.36046 0.5 0.8 0.2
C -0.57368 -1.75544 -2.62621 -2.5 0.1 0.1
H 2.33665 -1.59993 -2.07659 0.4 1.2 -0.1
H 2.01630 -0.27578 -3.36961 0.3 0.1 0.7
H 0.10950 -1.72764 -1.76329 -0.2 -0.1 -0.1
H -0.64109 -0.75839 -3.07707 0.0 0.0 0.2
C -2.28386 -3.99016 -1.81683 -0.3 -0.6 0.5
H -3.01728 -4.25139 -1.04092 0.2 0.0 -0.2
H -1.28907 -4.36884 -1.53539 -0.3 0.3 -0.1
H -2.56561 -4.48345 -2.76109 0.1 0.3 0.3
C -3.63041 -1.63444 -2.88767 -0.5 0.1 -0.5
H -3.95160 -2.36215 -3.64039 0.1 0.1 0.1
H -3.41931 -0.68460 -3.39050 0.0 -0.2 0.2
H -4.44332 -1.50619 -2.16441 0.2 0.0 -0.1
C 4.78595 -0.12047 -0.81082 0.6 0.6 0.6
H 5.16577 0.46023 0.04593 0.2 -0.3 -0.2
H 5.51410 -0.08844 -1.63673 -0.3 -0.1 0.3
H 4.61819 -1.16035 -0.49891 0.0 0.3 -0.2
C 3.57720 2.26983 -1.98792 0.3 0.0 -0.2
H 2.70501 2.68845 -2.50895 0.2 -0.2 0.1
H 4.44573 2.25113 -2.66215 -0.4 0.0 0.1
H 3.80989 2.91125 -1.12471 0.0 -0.2 -0.3
Cr 0.77730 -2.83439 -4.00138 0.7 3.7 2.9
C -0.12451 -3.83563 -5.46237 -0.3 -2.8 0.4
C 0.24305 -4.73480 -4.36481 -2.0 -2.0 -2.9
C 1.43267 -5.66800 -4.46724 0.5 0.0 0.2
C 2.74933 -4.90429 -4.74511 0.5 -0.3 -0.2
C 2.68066 -3.44341 -4.31527 0.5 -0.2 -0.2
C 2.30377 -2.37716 -5.25432 0.9 0.6 0.2
C 1.91586 -2.71794 -6.65871 -0.2 -0.1 -0.6
C 0.70487 -3.71218 -6.72012 0.4 0.2 -0.9
C 2.32368 0.96768 0.17460 0.1 0.2 0.8
H -1.18762 -3.55212 -5.57379 0.5 0.0 0.4
H -0.58326 -5.13860 -3.76065 0.2 0.3 -0.1
H 1.29632 -6.45316 -5.22891 -0.2 0.1 0.0
H 1.52029 -6.20993 -3.51312 0.0 0.2 -0.1
H 3.57130 -5.41584 -4.21435 -0.3 0.2 -0.1
H 3.02844 -4.99281 -5.80946 -0.2 0.0 0.2
H 3.49612 -3.17777 -3.62543 -0.5 0.1 -0.1
H 2.88532 -1.45290 -5.16265 -0.1 -0.2 -0.1
H 2.76909 -3.13793 -7.23416 -0.3 0.0 0.1
H 1.63697 -1.79108 -7.18896 0.1 -0.3 0.2
H 0.03661 -3.35980 -7.51857 0.1 -0.2 0.1
H 1.08446 -4.68937 -7.05501 -0.2 0.0 0.2
H 1.36884 0.43087 0.18307 0.3 0.2 -0.1
H 2.14924 2.05052 0.22559 -0.1 -0.3 0.2
H 2.94240 0.64746 1.02153 -0.3 0.2 0.1
F -2.30669 -1.57087 -0.58638 -0.7 -0.6 -0.2

***

6.
84
Properties=species:S:1:pos:R:3:forces:R:3 method="wB97M-V/def2-TZVPD" de_lowest_kcal_mol=8.1 e_lumo_ev=2.1 gap_ev=5.12 total_charge=-1
Ir 0.15539 1.46712 0.73280 -0.5 0.0 -0.1
N -0.74923 4.23555 -0.62360 0.2 0.2 0.1
C -1.81842 3.53744 -0.48508 -0.2 -0.1 0.0
N -1.89264 2.22848 -0.10420 0.1 0.0 -0.1
C -3.18722 1.76160 -0.17862 -0.1 -0.1 0.0
C -4.15561 2.65942 -0.49462 0.0 0.0 0.0
S -3.46379 4.21553 -0.78837 0.1 -0.1 -0.1
C -3.56910 0.33861 -0.00236 0.1 0.0 0.0
C -4.78248 -0.14279 -0.39123 0.0 0.0 0.0
S -4.90778 -1.82347 -0.05061 0.0 0.0 0.0
C -3.29036 -1.77233 0.57609 0.0 0.0 0.0
N -2.72975 -0.60939 0.55552 0.0 0.0 0.0
N -2.70397 -2.91587 1.08761 0.0 0.0 0.0
H 0.56777 2.71838 -1.46680 0.4 -1.5 0.6
H -0.98067 5.18057 -0.91082 0.0 0.0 0.0
H -5.21366 2.48451 -0.57399 0.0 0.0 0.0
H -5.58541 0.37622 -0.88271 0.0 0.0 0.0
H -3.08550 -3.77062 0.71334 0.0 0.0 0.0
H -1.69777 -2.89999 0.98569 0.0 0.0 0.0
C 2.78642 2.35768 -2.52579 0.0 0.0 0.0
C 1.94628 1.22774 -1.91553 -0.1 0.1 0.1
C 2.86583 0.32385 -1.09291 -0.1 0.1 0.1
C 1.34327 0.39337 -3.06615 -0.1 0.1 0.0
N 0.88270 1.77688 -1.10509 -0.5 1.3 -0.7
H 3.58015 1.96715 -3.17214 0.0 0.0 0.0
H 3.24118 2.95803 -1.73499 0.0 0.0 0.0
H 2.14976 3.01479 -3.12407 0.0 0.0 0.0
H 3.63175 -0.14000 -1.73288 0.0 0.0 0.0
H 2.26968 -0.43989 -0.58812 0.1 0.0 0.0
H 3.38700 0.89293 -0.32049 0.0 0.0 -0.1
H 2.11041 -0.05317 -3.71655 0.0 0.1 -0.1
H 0.70323 1.03301 -3.67716 0.0 0.0 0.0
H 0.71198 -0.39234 -2.64398 0.0 0.1 0.0
C -0.21858 -5.05358 -2.93595 0.0 0.0 0.0
N 0.88480 -4.13935 -3.10275 0.0 0.0 0.0
C 1.22595 -3.14845 -2.22403 0.0 0.0 -0.1
Se 0.41338 -2.65104 -0.68502 -0.1 -0.1 0.1
N 2.30041 -2.51741 -2.76543 0.0 -0.2 0.0
C 2.63389 -3.06499 -3.98866 0.0 0.0 0.1
C 3.60961 -2.75422 -4.91750 0.0 0.0 0.0
C 3.66632 -3.53697 -6.06419 0.0 0.0 0.0
C 2.77770 -4.59130 -6.26892 0.0 0.0 0.0
C 1.79418 -4.89917 -5.33569 0.0 0.0 0.0
C 1.73684 -4.11521 -4.19736 0.0 0.0 0.0
H -0.80130 -4.71477 -2.08247 0.0 0.0 0.0
H 0.14422 -6.06626 -2.75104 0.0 0.0 0.0
H -0.84112 -5.04634 -3.83106 0.0 0.0 0.0
H 2.65247 -1.65846 -2.36550 0.0 -0.1 0.0
H 4.29363 -1.93125 -4.75970 0.0 0.0 0.0
H 4.41424 -3.32063 -6.81534 0.0 0.0 0.0
H 2.85149 -5.17923 -7.17412 0.0 0.0 0.0
H 1.10052 -5.71361 -5.49618 0.0 0.0 0.0
C 0.90775 2.33269 5.11459 0.0 0.0 0.0
C -0.34956 2.77913 4.37266 0.0 0.0 0.0
Sb -1.10574 1.32018 2.96874 0.0 0.2 -0.1
C -1.24764 -0.21489 4.49050 0.0 0.0 0.0
C -2.23420 -1.32454 4.15259 0.0 0.0 0.0
C -3.15430 1.93135 3.18695 -0.1 0.0 0.0
C -3.36784 3.41837 2.92694 0.0 0.0 0.0
H 1.26899 3.10960 5.79550 0.0 0.0 0.0
H 1.71640 2.09239 4.42377 0.0 0.0 0.0
H 0.72197 1.43787 5.71361 0.0 0.0 0.0
H -0.15212 3.68223 3.79107 0.0 0.0 0.0
H -1.15487 3.00840 5.07735 0.0 0.0 0.0
H -1.54932 0.31959 5.39628 0.0 0.0 0.0
H -0.25220 -0.62320 4.67509 -0.1 0.0 0.1
H -3.22619 -0.92509 3.92719 0.0 0.0 0.0
H -2.34466 -2.03270 4.97960 0.0 0.0 0.0
H -1.91711 -1.88831 3.27718 0.0 0.0 0.0
H -3.42350 1.66999 4.21561 0.0 0.0 0.0
H -3.77699 1.33149 2.52226 0.0 0.0 0.0
H -2.72368 4.03438 3.55824 0.0 0.0 0.0
H -4.40259 3.70862 3.13056 0.0 0.0 0.0
H -3.15441 3.67195 1.89031 0.0 0.0 0.0
C 1.70717 -0.79793 2.50816 0.0 0.0 0.0
O 2.26888 0.50496 2.52421 0.0 0.0 0.0
C 1.72576 1.42994 1.66310 0.4 0.0 0.2
C 2.67280 2.60894 1.66198 0.0 0.0 -0.1
H 1.66703 -1.18350 1.49079 0.0 0.0 0.0
H 0.69081 -0.81179 2.90467 0.1 0.0 -0.1
H 2.35559 -1.41574 3.13108 0.0 0.0 0.0
H 3.71121 2.29138 1.80118 0.0 0.0 0.0
H 2.41102 3.28910 2.47773 0.0 0.0 0.0
H 2.55346 3.15840 0.72923 0.0 0.0 0.0